Record 1
{
  "formula": "C5H12",
  "method": "ωB97M-V with the def2-TZVPD basis set",
  "spin_multiplicity": 1,
  "homo_ev": -10.834,
  "lumo_energy_ev": 1.244,
  "e_above_lowest_kcal_mol": 21.9,
  "energy_ha": -197.6742,
  "total_charge": 0,
  "smiles": "CCC(C)C",
  "symbols": ["C", "C", "C", "C", "C", "H", "H", "H", "H", "H", "H", "H", "H", "H", "H", "H", "H"],
  "coordinates": [[0.326, 0.000, -2.104], [-0.587, -0.278, -0.899], [-0.113, 0.404, 0.435], [-1.056, 0.283, 1.563], [1.185, -0.285, 0.983], [-0.197, -0.212, -3.022], [1.225, -0.730, -2.153], [0.719, 1.102, -1.976], [-1.512, 0.226, -1.188], [-0.741, -1.288, -0.800], [0.202, 1.440, 0.225], [-1.037, -0.762, 1.888], [-2.123, 0.556, 1.217], [-0.737, 1.019, 2.426], [1.569, 0.097, 1.910], [0.865, -1.324, 1.188], [2.011, -0.249, 0.305]],
  "forces_ev_per_a": [[2.4466, 0.2151, 1.1788], [0.7363, 3.6477, -0.0445], [2.5537, -0.6626, -0.7817], [-2.1625, 1.9725, 1.0894], [-1.1297, -0.7502, -0.6335], [-0.2419, 0.5212, -0.4204], [-1.1667, 1.3740, 0.3474], [-0.6941, -2.1296, -0.8494], [-0.3892, -0.2804, 0.3387], [-0.5412, -2.5078, 0.5155], [-0.6225, -0.1061, -0.1015], [-0.3167, 0.2589, 0.3553], [1.4387, -0.3934, 0.8186], [-0.7677, -1.6602, -1.5069], [-0.2084, 0.5575, 0.5867], [0.6159, 0.1705, -0.2027], [0.4496, -0.2273, -0.6897]],
  "lowdin_charge": [-0.1230, -0.2394, -0.4635, -0.1291, -0.0878, 0.0472, 0.0893, 0.1082, 0.1037, 0.0766, 0.1265, 0.0712, 0.0989, 0.1191, 0.0633, 0.0827, 0.0560]
}


Record 2
{
  "formula": "C5H12",
  "method": "ωB97M-V with the def2-TZVPD basis set",
  "spin_multiplicity": 1,
  "homo_ev": -8.063,
  "lumo_energy_ev": 0.623,
  "e_above_lowest_kcal_mol": 93.6,
  "energy_ha": -197.5599,
  "total_charge": 0,
  "symbols": ["C", "C", "C", "C", "C", "H", "H", "H", "H", "H", "H", "H", "H", "H", "H", "H", "H"],
  "coordinates": [[2.414, -0.174, 0.214], [1.060, -0.731, 0.628], [-1.109, -0.085, -0.931], [-0.885, 1.374, -0.760], [-2.079, -0.628, 0.055], [2.319, 0.858, -0.145], [3.126, -0.176, 1.044], [2.837, -0.768, -0.602], [0.569, -0.109, 1.386], [1.122, -1.754, 1.011], [0.421, -0.784, -0.271], [-1.630, 1.785, -1.462], [-1.077, 1.817, 0.233], [0.086, 1.706, -1.144], [-2.197, -0.095, 1.014], [-3.027, -0.534, -0.501], [-1.950, -1.702, 0.231]],
  "forces_ev_per_a": [[0.0891, 0.0348, -0.0177], [0.0008, -0.0031, 0.1134], [-0.2706, 0.2319, 0.1594], [0.0560, -0.0206, -0.0095], [0.0427, -0.0391, -0.0014], [0.0356, -0.1602, 0.0671], [-0.0669, 0.0144, -0.1035], [0.0003, 0.0878, 0.1318], [0.0828, -0.1122, -0.1454], [0.0587, 0.1232, -0.0125], [0.0705, -0.0935, 0.0768], [0.0471, 0.0074, 0.0419], [-0.0050, -0.1327, -0.1107], [-0.1874, -0.0859, 0.0115], [0.0571, -0.0133, -0.1640], [0.0293, -0.0146, 0.0463], [-0.0399, 0.1758, -0.0838]],
  "lowdin_charge": [-0.1519, -0.1762, -0.1230, -0.1867, -0.1903, 0.0590, 0.0642, 0.0694, 0.0780, 0.0795, 0.0046, 0.0943, 0.0736, 0.0670, 0.0724, 0.0933, 0.0729]
}


Record 3
{
  "formula": "C5H12",
  "method": "ωB97M-V with the def2-TZVPD basis set",
  "spin_multiplicity": 1,
  "homo_ev": -8.846,
  "lumo_energy_ev": 1.042,
  "e_above_lowest_kcal_mol": 37.1,
  "energy_ha": -197.6501,
  "total_charge": 0,
  "smiles": "C=C(C)C.C",
  "symbols": ["C", "C", "C", "C", "C", "H", "H", "H", "H", "H", "H", "H", "H", "H", "H", "H", "H"],
  "coordinates": [[0.247, -0.761, -1.399], [0.029, -0.787, 0.093], [-0.514, 1.876, -0.039], [-1.127, -1.191, 0.621], [1.214, -0.443, 0.960], [0.628, -1.750, -1.662], [0.982, -0.017, -1.729], [-0.681, -0.587, -1.954], [-1.236, 2.226, -0.774], [0.494, 1.923, -0.473], [-0.531, 2.446, 0.888], [-0.832, 0.865, 0.229], [-1.977, -1.436, -0.012], [-1.274, -1.216, 1.697], [0.916, -0.064, 1.944], [1.765, -1.375, 1.100], [1.897, 0.288, 0.510]],
  "forces_ev_per_a": [[0.0146, -0.1704, -0.0422], [-0.1085, -0.8474, 0.1550], [-0.2450, 0.2889, 0.0666], [0.2804, -0.3048, -0.0732], [0.0514, -0.1619, 0.0583], [0.0645, 0.0405, -0.2940], [-0.1566, -0.1601, 0.2419], [0.1353, -0.1171, 0.1737], [0.0133, 0.4399, 0.0910], [-0.3482, -0.1554, 0.1671], [-0.0991, 0.3958, -0.1728], [0.3243, 1.1002, -0.2819], [0.1041, -0.0349, 0.0995], [0.0031, -0.0470, -0.1277], [-0.0105, -0.1656, -0.1843], [0.2408, 0.0972, 0.1432], [-0.2640, -0.1977, -0.0203]],
  "lowdin_charge": [-0.0751, -0.5026, -0.0496, -0.0067, -0.0749, 0.0841, 0.0762, 0.0861, 0.0321, 0.0312, 0.0324, -0.0196, 0.0700, 0.0699, 0.0860, 0.0840, 0.0764]
}


Record 4
{
  "formula": "C5H12",
  "method": "ωB97M-V with the def2-TZVPD basis set",
  "spin_multiplicity": 2,
  "homo_ev": [-14.615, -14.610],
  "lumo_energy_ev": [-7.541, -7.806],
  "e_above_lowest_kcal_mol": 118.2,
  "energy_ha": -197.1269,
  "total_charge": 1,
  "symbols": ["C", "C", "C", "C", "C", "H", "H", "H", "H", "H", "H", "H", "H", "H", "H", "H", "H"],
  "coordinates": [[2.468, -0.864, -0.163], [1.004, -0.154, 0.334], [-1.823, 0.013, 0.312], [-3.302, 0.329, 0.143], [2.044, 0.578, -0.415], [2.400, -1.734, -0.836], [3.273, -0.942, 0.548], [1.074, 0.197, 1.399], [-1.547, -0.677, -0.511], [-1.474, -0.543, 1.178], [-1.231, 0.884, 0.065], [-3.687, 0.708, 1.084], [-3.982, -0.486, -0.143], [-3.391, 1.027, -0.684], [3.783, -0.557, -1.143], [2.703, 1.256, 0.181], [1.689, 0.965, -1.350]],
  "forces_ev_per_a": [[4.1378, -1.7378, -2.6436], [3.9602, 2.3203, 0.6526], [0.4038, -1.6275, -1.8026], [-0.4443, -0.1760, 0.2512], [-2.4947, 1.9302, 0.5828], [-0.8285, 0.2640, 0.4005], [-0.4440, -0.5309, 1.0539], [-0.9545, -1.4963, -0.4610], [-0.0784, 0.0646, 0.0685], [-0.3990, 0.4659, 0.5173], [0.2182, 0.5619, 0.6011], [-0.2284, 0.5215, -0.1375], [0.6972, -0.2443, 0.2455], [-0.1775, 0.4380, 0.2649], [-3.0836, -0.2211, 1.8589], [-0.9151, -0.3158, -0.5654], [0.6307, -0.2168, -0.8870]],
  "lowdin_charge": [-0.0887, 0.1573, -0.2003, -0.1411, -0.1886, 0.1175, 0.0925, 0.1523, 0.0727, 0.0629, 0.0505, 0.0693, 0.0781, 0.0710, 0.4134, 0.1536, 0.1275]
}


Record 5
{
  "formula": "C5H12BIN2O3P",
  "method": "ωB97M-V with the def2-TZVPD basis set",
  "spin_multiplicity": 1,
  "homo_ev": -4.574,
  "lumo_energy_ev": 2.887,
  "energy_ha": -1196.9560,
  "total_charge": -1,
  "symbols": ["C", "C", "C", "C", "I", "O", "B", "N", "O", "C", "P", "N", "O", "H", "H", "H", "H", "H", "H", "H", "H", "H", "H", "H", "H"],
  "coordinates": [[3.887, -0.120, -0.259], [2.650, -0.467, -0.541], [1.584, 0.530, -0.939], [0.457, 0.796, 0.060], [1.459, 1.172, 2.053], [-0.369, 1.809, -0.216], [-1.412, 1.812, 0.855], [-2.796, 2.264, 0.366], [-1.427, 0.337, 1.248], [-0.539, -0.346, 0.442], [-1.472, -1.143, -0.955], [-2.751, -1.971, -0.096], [-0.517, -2.401, -1.549], [4.019, 0.776, 0.340], [4.744, -0.678, -0.610], [2.392, -1.525, -0.520], [2.100, 1.480, -1.074], [1.212, 0.233, -1.923], [-1.210, 2.575, 1.783], [-3.125, 1.660, -0.386], [-3.424, 2.164, 1.155], [0.044, -1.155, 0.929], [-2.604, -1.851, 0.909], [-2.668, -2.974, -0.255], [-0.234, -2.979, -0.818]],
  "forces_ev_per_a": [[0.8711, 0.5833, 0.2266], [-1.2739, -0.7553, -0.3817], [0.1518, 0.6152, 1.3450], [-1.1271, -1.1688, -0.8138], [0.6572, 0.1598, 0.5190], [0.7491, 0.5708, -0.1029], [-1.9659, 0.5950, -0.0451], [0.7138, -0.2095, -0.4944], [-0.2471, -0.6983, 0.1688], [1.3541, -0.4146, 0.5295], [-0.6875, 0.7975, -1.7536], [1.0318, -0.2340, 0.7077], [-0.0752, 0.0985, 1.1462], [0.4284, 0.6938, -1.0524], [0.1042, -0.7091, 1.1162], [0.0335, -0.0716, -1.1946], [-0.1120, 0.1048, -0.0979], [-0.3125, -0.0808, 0.1124], [0.6052, -0.3258, 0.1760], [-0.1995, 0.0036, 0.1388], [-0.1364, 0.0296, -0.1412], [-0.3116, 0.0645, 0.4142], [-0.2283, 0.2075, -0.0596], [-0.1499, 0.0886, -0.2333], [0.1271, 0.0552, -0.2301]],
  "lowdin_charge": [-0.0578, -0.2521, -0.1957, -0.7542, 0.8549, -0.0328, -0.9028, 0.0643, -0.1440, -0.5712, 0.8696, -0.1902, -0.3576, 0.0251, 0.0463, 0.0939, 0.1100, 0.1205, 0.0711, 0.0212, 0.0232, 0.0931, 0.0231, 0.0096, 0.0325]
}


Record 6
{
  "formula": "C5H12BO5S",
  "method": "ωB97M-V with the def2-TZVPD basis set",
  "spin_multiplicity": 1,
  "homo_ev": -3.983,
  "lumo_energy_ev": 2.917,
  "e_above_lowest_kcal_mol": 31.9,
  "energy_ha": -997.0313,
  "total_charge": -1,
  "symbols": ["O", "S", "O", "O", "C", "C", "C", "C", "C", "O", "B", "O", "H", "H", "H", "H", "H", "H", "H", "H", "H", "H", "H", "H"],
  "coordinates": [[3.216, 1.797, 0.894], [2.019, 1.404, 0.202], [1.005, 2.390, -0.004], [2.458, 0.843, -1.229], [1.383, -0.066, 0.991], [1.123, -1.300, 0.128], [0.108, -1.176, -1.001], [-1.318, -0.869, -0.477], [-1.872, 0.512, -0.871], [-2.798, 0.819, 0.112], [-2.225, 0.279, 1.380], [-1.446, -0.955, 0.903], [2.249, 1.527, -1.870], [0.492, 0.242, 1.544], [2.189, -0.287, 1.693], [0.707, -2.050, 0.805], [2.088, -1.684, -0.220], [0.068, -2.146, -1.508], [0.418, -0.452, -1.760], [-1.976, -1.616, -0.968], [-2.321, 0.489, -1.874], [-1.042, 1.248, -0.908], [-1.399, 1.065, 1.878], [-3.124, -0.014, 2.160]],
  "forces_ev_per_a": [[-0.0253, -0.0307, -0.1195], [0.0793, -0.1503, 0.8761], [-0.0565, 0.1775, -0.3592], [0.2522, -0.1490, -0.1118], [0.2810, -0.1298, 0.1239], [0.0635, -0.0678, -0.0015], [-0.1322, -0.0766, 0.1182], [-0.4302, -0.3139, -0.6954], [0.5692, 0.1426, 0.0135], [-0.1443, 0.0460, 0.0893], [0.0277, -0.1874, -0.2368], [-0.0572, 0.1531, 0.1524], [-0.1558, 0.1932, -0.2649], [-0.0732, 0.1105, -0.2026], [-0.1425, -0.0388, 0.0843], [0.1461, 0.1442, 0.1274], [-0.1102, 0.0549, -0.2041], [0.1692, 0.0279, -0.0018], [-0.0507, 0.0553, 0.1049], [-0.0183, 0.0327, 0.2059], [-0.1144, -0.0014, 0.0578], [-0.1211, -0.0727, 0.0938], [-0.0350, 0.0892, 0.0982], [0.0787, -0.0086, 0.0519]],
  "lowdin_charge": [-0.3116, 0.5931, -0.2843, -0.1718, -0.2086, -0.2174, -0.1437, -0.3732, -0.2306, -0.1073, -0.5670, -0.1155, 0.0873, 0.0805, 0.0986, 0.1179, 0.1060, 0.1027, 0.0956, 0.1316, 0.1145, 0.1009, 0.0563, 0.0462]
}


Record 7
{
  "formula": "C5H12Br3ClIOP2",
  "method": "ωB97M-V with the def2-TZVPD basis set",
  "spin_multiplicity": 1,
  "homo_ev": -12.701,
  "lumo_energy_ev": -4.537,
  "energy_ha": -9435.3773,
  "total_charge": 1,
  "symbols": ["C", "C", "C", "C", "P", "I", "P", "O", "Cl", "H", "H", "H", "H", "H", "H", "H", "H", "H", "H", "H", "C", "Br", "Br", "Br", "H"],
  "coordinates": [[1.747, -0.395, 1.943], [2.108, -0.470, 0.464], [1.372, -1.574, -0.322], [1.242, -2.899, 0.433], [-0.218, -1.025, -1.029], [-0.046, 1.064, -2.208], [-1.979, -0.751, 0.301], [-1.661, -1.832, 1.465], [-1.586, 1.067, 1.185], [0.779, 0.074, 2.078], [2.463, 0.272, 2.414], [1.829, -1.343, 2.457], [1.992, 0.502, -0.005], [3.156, -0.742, 0.388], [2.010, -1.782, -1.181], [1.096, -3.703, -0.278], [0.476, -2.890, 1.196], [2.188, -3.082, 0.931], [-0.618, -1.978, -1.978], [-2.386, -1.764, 2.115], [-2.884, 4.724, -2.123], [-1.429, 4.648, -3.388], [-3.644, 2.978, -1.812], [-2.350, 5.568, -0.481], [-3.658, 5.333, -2.566]],
  "forces_ev_per_a": [[0.2779, 0.7457, -0.3131], [-0.1647, -0.5986, 0.4749], [0.5411, 0.2779, -0.0320], [0.0003, 0.1197, -0.1554], [0.9668, 0.4645, 0.0176], [-0.1322, -0.5845, 0.2084], [-1.3033, 0.5030, -0.0168], [-0.0090, 0.3429, 0.0870], [0.2118, -0.3621, -0.2191], [-0.2693, -0.2528, 0.2169], [0.0921, 0.1075, 0.1579], [-0.2053, -0.2140, 0.0419], [0.0263, 0.1410, -0.1191], [0.2171, 0.0645, -0.0957], [-0.2042, 0.0948, -0.4476], [-0.2508, -0.2745, 0.0412], [-0.1776, -0.0814, 0.0192], [0.2085, -0.0458, 0.0371], [-0.1305, 0.0168, 0.0976], [0.2769, -0.3700, -0.0175], [0.0746, -0.0002, 0.1095], [-0.0130, -0.0650, 0.0387], [-0.0037, 0.0484, -0.0217], [-0.0105, -0.0790, -0.0780], [-0.0192, 0.0011, -0.0316]],
  "lowdin_charge": [-0.0914, -0.2712, -0.5763, -0.0978, 0.4058, 0.6316, 0.3759, -0.3930, 0.2118, 0.0217, 0.0858, 0.0754, 0.0615, 0.1203, 0.1138, 0.0858, 0.0590, 0.0972, -0.0013, 0.0758, -1.6253, 0.5477, 0.5219, 0.5905, -0.0250]
}


Record 8
{
  "formula": "C5H12Cl2O3S",
  "method": "ωB97M-V with the def2-TZVPD basis set",
  "spin_multiplicity": 2,
  "homo_ev": [-14.396, -14.335],
  "lumo_energy_ev": [-3.012, -10.779],
  "energy_ha": -1741.5496,
  "total_charge": 1,
  "symbols": ["Cl", "C", "C", "Cl", "H", "H", "H", "H", "O", "S", "O", "O", "C", "C", "C", "H", "H", "H", "H", "H", "H", "H", "H"],
  "coordinates": [[-1.367, 1.706, -0.796], [-1.465, 0.530, -2.180], [-2.070, -0.897, -1.983], [-1.953, -1.589, -3.576], [-0.429, 0.562, -2.517], [-2.007, 1.030, -2.983], [-3.146, -0.953, -1.812], [-1.407, -1.444, -1.312], [1.017, -2.083, 2.130], [0.895, -0.717, 2.608], [1.305, -0.429, 3.961], [1.678, 0.294, 1.506], [1.658, -0.075, 0.117], [2.135, 1.121, -0.541], [-0.852, -0.119, 2.472], [0.616, -0.166, -0.191], [2.147, -1.020, -0.118], [3.139, 1.343, -0.180], [1.575, 2.051, -0.441], [2.200, 1.008, -1.623], [-0.900, 0.969, 2.444], [-1.388, -0.489, 3.346], [-1.382, -0.633, 1.670]],
  "forces_ev_per_a": [[-0.3016, -0.8260, 0.1693], [-0.3013, 0.3451, -0.5531], [0.8545, 1.4439, -0.0168], [0.3897, -0.6929, -1.0138], [-0.1005, -0.7990, -0.0698], [-0.2384, 0.1466, 0.2961], [0.3676, 0.4025, 0.9161], [-0.5631, -0.2830, 0.2276], [-0.1915, 2.1562, -0.2672], [-1.0937, -3.0825, 3.1808], [0.0722, 0.4869, -2.2762], [-0.7593, -0.8732, -0.9875], [0.6023, 1.6213, 2.1053], [1.4721, 1.6319, -2.0102], [0.0067, -0.1441, -0.4728], [-1.5405, -0.4489, 0.0261], [-0.0570, -0.5692, 0.3913], [0.2348, 0.0383, -0.0589], [-0.3696, -0.3055, 0.5722], [0.1240, -0.3934, -0.0497], [0.1276, -0.1682, -0.1439], [0.7493, -0.0161, 0.5505], [0.5157, 0.3292, -0.5153]],
  "lowdin_charge": [0.6188, -0.6188, -0.6321, 0.6463, 0.0490, 0.0695, 0.0770, 0.0613, -0.2400, 0.7241, -0.2177, -0.0913, -0.1940, -0.0601, -0.0646, 0.1320, 0.1807, 0.1188, 0.0933, 0.1120, 0.0785, 0.0922, 0.0652]
}


| no. | M (g/mol) |
| --- | --- |
| 1 | 72.2 |
| 2 | 72.2 |
| 3 | 72.2 |
| 4 | 72.2 |
| 5 | 316.9 |
| 6 | 195.0 |
| 7 | 552.2 |
| 8 | 223.1 |